No. 1
115
Properties=species:S:1:pos:R:3 method="wB97M-V/def2-TZVPD" spin_multiplicity=3 homo_lumo_gap_ev="8.3 / 3.4" mol_weight_g_mol=863.9 e_homo_ev="-8.1 / -8.1" s2=2.01
O 2.65 -0.80 -1.21
H 2.57 -4.87 4.32
H -0.35 2.88 1.79
C -1.18 -1.09 1.78
H -0.28 4.63 3.42
H -1.74 -0.83 -1.37
H 1.12 5.63 3.70
C -0.84 -4.97 4.12
C 1.83 0.55 4.71
C 1.86 -6.72 6.42
N 0.78 -4.94 2.34
C 0.67 4.94 2.98
O 3.15 -2.80 3.24
H -1.15 -4.81 5.16
H 2.46 3.12 4.25
H 1.73 -4.66 2.14
C -2.94 -3.69 -2.78
C 1.56 -0.34 -1.57
H -4.09 -4.27 -4.91
O 1.18 -6.16 5.26
H -0.98 -6.05 4.04
O 4.02 -1.95 1.47
C -3.64 1.48 4.38
H 0.71 2.79 4.35
H -3.18 0.87 -7.10
H 1.56 -7.76 6.47
H -0.11 -2.24 -1.94
Cu 1.56 0.80 1.24
H -2.75 3.38 4.03
C 3.12 -1.95 2.25
H 1.24 -6.10 7.07
H -0.82 1.31 -7.17
H 0.20 -0.16 -2.53
O -0.62 -0.01 1.45
H -3.37 2.44 -6.05
H -2.04 -1.11 -3.01
H -2.55 -1.99 2.43
O -2.40 2.52 -7.79
H 1.03 0.91 5.35
C 3.26 3.18 -2.09
H 2.73 0.91 5.20
H -2.71 -4.58 -5.91
H -1.65 -4.54 3.54
C -2.40 2.92 -2.15
H 3.73 4.08 -1.68
H -3.37 0.42 4.41
H -1.40 3.01 -2.59
C 1.57 -4.86 4.75
H -0.43 -3.60 -2.66
H 2.71 2.88 -1.20
O 1.07 0.64 -0.99
O -2.28 2.10 2.56
C -3.38 1.94 -7.02
N -0.61 -3.10 -1.79
H -0.43 2.44 -8.32
H 1.00 1.46 -5.54
H -4.41 2.10 -7.32
H -3.98 -3.40 -2.91
H -3.04 2.42 -2.87
H -2.19 3.01 1.10
C 4.81 1.62 0.78
C -2.47 2.34 3.87
Cu 4.70 -1.41 -0.56
H -3.26 1.99 -0.29
O -0.84 -2.15 1.27
H 3.82 -3.43 2.99
H -2.76 3.95 -2.08
H 2.31 3.99 2.09
C -3.08 -4.68 -4.89
H -1.52 2.03 4.30
H -1.00 4.42 -6.84
H -1.92 1.22 2.43
H 1.65 -4.13 5.55
H 2.72 1.60 -4.08
O 0.84 -0.88 -2.51
C -0.69 3.50 -6.34
H -2.79 -4.65 -2.27
H 0.62 3.72 0.83
C 2.42 2.62 -4.33
H 0.40 -3.34 3.71
C 1.08 2.41 -5.01
H 1.69 -0.53 4.59
H 0.55 5.62 2.14
H 4.08 2.49 -2.27
H 0.31 2.48 -4.24
O 1.58 1.25 3.52
H -1.65 1.55 -0.61
H -1.41 3.47 -5.52
N 0.73 3.57 -5.88
C 1.60 2.71 3.72
C -1.01 2.36 -7.40
H 3.17 3.10 -4.95
H 0.96 -5.91 2.54
C -2.37 -1.44 -2.02
C 0.51 -4.42 3.73
C 1.37 3.66 2.51
C -2.35 2.39 -0.73
H -2.44 -2.97 -0.77
C -2.08 -2.85 -1.80
O 5.19 0.72 -0.08
O -2.31 -3.82 -4.03
H 0.79 4.35 -5.23
H -3.42 -1.22 -1.85
O -2.10 3.40 0.22
N 0.62 2.98 1.52
H -3.79 1.78 5.42
O 2.33 3.41 -3.16
O 2.19 -1.20 2.12
O 3.67 1.56 1.20
H -4.59 1.64 3.88
H 6.34 2.39 0.41
H 2.93 -6.52 6.50
O -2.31 -1.06 2.49
H -3.15 -5.75 -4.74
O 5.58 2.67 0.92

***

No. 2
71
Properties=species:S:1:pos:R:3 method="wB97M-V/def2-TZVPD" homo_lumo_gap_ev=5.9 mol_weight_g_mol=465.4 e_homo_ev=-7.6
H -1.34 -3.08 1.76
H 3.24 2.52 3.73
C 0.07 2.85 2.27
H -3.23 -7.19 -4.96
C 0.34 -3.18 -3.11
C 3.35 4.57 -0.54
C -1.58 -5.74 -4.79
C -3.48 -2.89 1.79
H -1.33 0.86 0.62
C -0.82 -2.58 -0.90
C 3.09 3.46 3.19
H -0.06 -3.03 -0.25
H 2.45 6.60 0.89
C -2.14 -2.61 -0.20
H -0.36 2.68 -0.75
C -1.31 2.99 4.72
H -4.18 -6.54 -2.78
C 0.05 1.76 3.14
C -1.62 -4.31 -2.78
H -5.43 -2.09 -0.89
H 0.71 -4.81 -6.05
C -1.30 4.09 3.84
H 3.88 4.16 3.48
H 1.26 -2.59 -3.04
H -3.56 -3.10 2.85
O 2.26 2.16 1.34
C -2.24 -2.88 1.17
H 0.59 0.85 2.88
H -1.14 -6.01 -5.74
H 2.00 -4.91 -4.84
C -0.62 1.82 4.36
C 1.16 -4.30 -5.19
H -0.61 4.88 1.95
C 0.29 1.89 -0.35
H 4.40 4.86 -0.43
C 2.65 4.46 0.82
H -0.61 0.96 5.03
O 1.29 4.17 0.58
C -3.30 -2.31 -0.93
H -0.18 -1.23 0.48
H 3.88 5.98 1.75
C -2.73 -5.01 -2.30
H -1.83 3.06 5.67
H 3.28 3.64 -1.10
C -0.61 4.01 2.61
C 3.16 3.19 1.67
H 2.84 5.35 -1.12
H 4.66 2.46 0.29
H 5.30 3.52 1.58
C 4.58 2.73 1.35
C -3.30 -6.00 -3.11
C -4.65 -2.59 1.07
C -0.21 -0.66 -0.46
H -5.63 -2.63 1.56
N 0.19 -4.04 -4.15
C -4.54 -2.34 -0.30
H 2.12 3.87 3.48
C -2.75 -6.40 -4.36
C 2.81 5.79 1.54
H 1.59 -3.36 -5.52
H -3.17 -4.80 -1.32
C -0.79 -3.21 -2.26
H 1.16 1.69 -1.01
H -3.22 -2.08 -1.99
H -1.81 5.03 4.11
C -1.03 -4.74 -4.00
C -0.51 0.67 -0.11
H 2.25 5.82 2.47
H 0.50 -0.80 -1.28
H 4.82 1.84 1.96
B 1.00 2.78 0.93

***

The calculation returns the following largest force on an atom values, one per record and in order: 7.3; 2.8 eV/A.